Record 1
The following is a quantum chemistry calculation of C26H58P4RuSe as an isolated structure, from the Open Molecules 2025 dataset.

ORCA input file:
```
! RIJCOSX wB97M-V def2-TZVPD def2/J DEFGRID3
* xyz 3 6
Ru 0.742 1.419 0.391
P 2.525 0.781 1.633
P -0.627 2.576 1.727
P 1.709 3.076 -0.742
H -1.055 -0.029 -1.082
C -0.175 0.565 -1.363
C 1.114 -0.062 -1.180
H 1.130 -1.084 -0.798
C 2.566 -0.818 2.518
C 2.853 1.955 2.997
C 4.099 0.682 0.699
C -2.139 2.841 0.751
C -1.255 1.788 3.244
C -0.150 4.248 2.286
C 2.772 2.633 -2.172
C 2.809 4.216 0.195
C 0.479 4.198 -1.507
H -0.300 1.246 -2.217
H 1.937 0.199 -1.846
H 2.189 -1.631 1.882
H 1.964 -0.785 3.433
H 3.600 -1.069 2.802
H 1.992 1.995 3.677
H 3.057 2.964 2.623
H 3.727 1.611 3.568
H 4.003 -0.054 -0.107
H 4.898 0.347 1.374
H 4.393 1.643 0.263
H -2.885 3.432 1.302
H -2.578 1.867 0.492
H -1.896 3.368 -0.185
H -1.883 2.473 3.837
H -0.412 1.464 3.866
H -1.856 0.909 2.986
H -0.931 4.657 2.943
H -0.013 4.934 1.440
H 0.788 4.192 2.857
H 3.147 3.548 -2.650
H 2.190 2.067 -2.905
H 3.625 2.030 -1.845
H 3.072 5.070 -0.445
H 3.737 3.713 0.493
H 2.301 4.596 1.089
H 0.996 4.881 -2.197
H -0.040 4.796 -0.745
H -0.264 3.618 -2.072
C -3.325 1.587 -4.311
C -2.421 0.568 -4.654
C -2.382 0.060 -5.945
C -3.276 0.520 -6.919
C -4.231 1.496 -6.576
C -4.264 2.017 -5.281
Se -3.194 2.386 -2.573
H -2.237 1.426 -1.864
H -1.736 0.202 -3.890
H -1.645 -0.704 -6.199
H -3.236 0.125 -7.938
H -4.941 1.842 -7.331
H -5.009 2.776 -5.014
C -2.429 -1.688 1.505
C -0.940 -1.816 1.872
C -0.702 -1.877 3.395
P -0.168 -3.193 0.941
C 1.463 -3.488 0.162
C 2.298 -4.503 0.951
C 1.202 -3.929 -1.295
C -1.023 -4.782 1.184
C -1.379 -5.088 2.648
C -2.236 -4.859 0.240
H -3.044 -2.437 2.030
H -2.586 -1.799 0.423
H -2.784 -0.686 1.792
H -0.418 -0.911 1.479
H -0.274 -2.833 3.726
H -0.015 -1.072 3.689
H -1.650 -1.713 3.930
H 1.990 -2.519 0.159
H 1.861 -5.509 0.892
H 3.313 -4.542 0.528
H 2.393 -4.221 2.007
H 0.598 -3.190 -1.836
H 2.152 -4.036 -1.830
H 0.676 -4.892 -1.319
H -0.295 -5.551 0.866
H -2.185 -4.440 3.020
H -1.742 -6.126 2.701
H -0.507 -4.995 3.311
H -1.982 -4.511 -0.772
H -2.568 -5.905 0.172
H -3.076 -4.258 0.617
*
```

HOMO energy (spin up / spin down) = -14.185 / -16.550 eV
ΔE to the lowest compared entry with this formula, charge and spin = 0.0 kJ/mol

Record 2
The following is a quantum chemistry calculation of a 2-piece molecular cluster, C2HIN2OS overall, from the Open Molecules 2025 dataset.

ORCA input file:
```
! RIJCOSX wB97M-V def2-TZVPD def2/J DEFGRID3
* xyz 0 1
C -2.499 0.251 1.077
C -0.105 1.405 0.491
N -2.442 -0.511 1.996
N -0.166 0.314 -0.013
O -0.129 2.427 1.072
S -1.846 -1.075 3.306
I -3.613 0.319 -0.695
H 0.276 0.101 -0.860
*
```

HOMO energy (spin up / spin down) = -8.549 / -8.548 eV
ΔE to the lowest compared entry with this formula, charge and spin = 253.5 kJ/mol
structure (SMILES) = [S-][N+]#CI.N=C=O